(A)
{
  "formula": "C9H13NO3",
  "method": "ωB97M-V/def2-TZVPD",
  "symbols": ["C", "C", "C", "C", "C", "C", "C", "C", "C", "N", "O", "O", "O", "H", "H", "H", "H", "H", "H", "H", "H", "H", "H", "H", "H", "H"],
  "xyz": [[2.910, -0.232, -0.351], [1.916, 4.517, 0.510], [1.340, 3.595, 0.990], [0.784, -0.364, -1.507], [-2.728, -0.325, -2.349], [0.895, -2.289, 1.793], [-1.264, -0.524, -2.533], [0.213, -0.963, 1.609], [1.592, -0.196, -0.196], [4.103, -0.411, -0.320], [1.389, -0.537, -2.548], [-0.618, -0.396, -1.357], [0.986, 0.095, 1.082], [2.391, 5.350, 0.041], [4.886, 0.316, -0.411], [1.172, 2.688, 1.456], [-3.383, -0.634, -3.206], [-3.188, -0.848, -1.525], [-3.084, 0.668, -2.092], [0.360, -2.928, 2.361], [1.359, -2.620, 0.819], [1.938, -2.223, 2.262], [-0.636, 0.041, -3.279], [-1.107, -1.611, -2.807], [-0.027, -0.459, 2.601], [-0.693, -1.177, 0.967]],
  "lowdin_charge": [-0.0826, -0.0020, -0.0004, -0.3440, -0.0736, -0.0787, -0.3061, -0.2762, -0.1542, 0.1950, 0.0975, -0.0270, -0.1063, 0.0157, 0.1318, -0.0111, 0.0948, 0.0701, 0.0718, 0.0314, 0.0941, 0.1047, 0.1406, 0.1442, 0.1453, 0.1252],
  "smiles": "CCOC(=O)C(=C=N)OCC.C#C",
  "orbital_gap_ev": 9.79,
  "e_lumo_ev": 0.799,
  "spin_multiplicity": 1
}


(B)
{
  "formula": "C9H13NO3",
  "method": "ωB97M-V/def2-TZVPD",
  "symbols": ["C", "C", "C", "C", "C", "C", "C", "C", "C", "N", "O", "O", "O", "H", "H", "H", "H", "H", "H", "H", "H", "H", "H", "H", "H", "H"],
  "xyz": [[-2.929, -1.720, 0.327], [-2.320, -0.849, -0.289], [-2.242, 1.137, -1.666], [-1.581, 0.259, -0.865], [2.138, -0.102, -0.101], [3.148, -1.173, 0.200], [0.569, -1.918, -0.473], [-0.987, 2.076, 1.811], [-0.127, 0.526, -0.528], [0.805, -0.484, -0.327], [2.488, 1.015, -0.121], [0.239, 1.641, -1.077], [-0.556, 0.885, 1.364], [-3.513, -2.291, 0.981], [-1.796, 2.191, -1.696], [-3.212, 0.879, -1.940], [3.484, -1.678, -0.722], [2.880, -2.040, 0.787], [3.977, -0.758, 0.878], [-0.446, -2.265, -0.831], [1.239, -2.243, -1.168], [0.765, -2.421, 0.458], [-0.278, 2.949, 1.523], [-0.950, 2.227, 2.856], [-1.991, 2.458, 1.421], [1.195, 1.698, -0.802]],
  "lowdin_charge": [0.1458, -0.1004, 0.1241, -0.2260, -0.4554, 0.0059, -0.0077, -0.2818, -0.3223, 0.0293, 0.1378, 0.1034, -0.2149, 0.0186, 0.1171, 0.0530, 0.1016, 0.0678, 0.1264, 0.1086, 0.0556, 0.0952, 0.0856, 0.0468, 0.0851, 0.1006],
  "orbital_gap_ev": 8.51,
  "e_lumo_ev": 0.300,
  "spin_multiplicity": 1
}


The relative energies come out as (A) 0.203; (B) 0.000, with values in eV.


(A)
{
  "formula": "C4H13NOS",
  "method": "ωB97M-V/def2-TZVPD",
  "symbols": ["C", "C", "C", "C", "S", "N", "H", "H", "H", "H", "H", "H", "H", "H", "H", "H", "H", "H", "H", "O"],
  "xyz": [[0.330, -1.854, -0.577], [-0.077, -0.474, 0.065], [0.697, 0.672, -0.531], [-0.152, 1.938, -0.444], [-1.614, 1.884, -1.464], [0.065, -0.633, 1.496], [1.292, -2.075, -0.111], [0.357, -1.795, -1.663], [-0.351, -2.586, -0.135], [-2.530, -1.461, -2.318], [1.654, 0.750, 0.015], [0.875, 0.346, -1.563], [-0.538, 2.025, 0.601], [0.525, 2.771, -0.628], [-3.154, -1.157, -2.540], [-1.180, -0.347, -0.140], [-0.758, -1.131, 1.834], [1.683, 1.364, 3.406], [1.148, 0.481, 2.261], [1.729, 1.282, 2.437]],
  "lowdin_charge": [-0.0677, -0.5283, -0.3076, -0.8077, 0.1337, 0.1128, 0.0645, 0.0680, 0.0583, -0.0014, 0.0984, 0.0886, 0.0416, 0.0369, 0.0126, 0.0904, 0.0568, 0.0156, -0.0268, -0.1386],
  "total_charge": -1,
  "s2": 0.76,
  "orbital_gap_ev": [6.08, 4.77],
  "e_lumo_ev": [3.699, 2.446],
  "spin_multiplicity": 2
}


(B)
{
  "formula": "C4H13NOS",
  "method": "ωB97M-V/def2-TZVPD",
  "symbols": ["C", "C", "S", "C", "N", "C", "H", "H", "H", "H", "H", "H", "H", "H", "H", "H", "H", "H", "H", "O"],
  "xyz": [[0.136, 1.415, -1.059], [0.508, 1.845, 0.364], [-0.879, 2.727, 1.149], [-0.892, 0.274, -1.009], [-0.322, -0.897, -0.412], [-0.009, -2.014, -1.289], [-0.227, 2.256, -1.648], [1.020, 0.945, -1.481], [1.316, 2.585, 0.331], [0.872, 0.979, 0.923], [-0.771, 2.198, 2.378], [-1.757, 0.611, -0.431], [-1.308, 0.114, -2.021], [-0.921, -1.238, 0.329], [0.718, -1.694, -2.040], [-0.894, -2.416, -1.791], [0.417, -2.822, -0.687], [1.332, -1.799, 3.494], [1.004, -1.642, 2.008], [0.657, -1.428, 2.894]],
  "lowdin_charge": [-0.2889, -0.6084, 0.5802, -0.3194, -0.1398, -0.2504, 0.0938, 0.0947, 0.0467, 0.0410, -0.1653, 0.0796, 0.1062, 0.0678, 0.0634, 0.0560, 0.0256, -0.0394, -0.0661, -0.3774],
  "total_charge": -1,
  "s2": 0.75,
  "orbital_gap_ev": [2.11, 8.75],
  "e_lumo_ev": [3.101, 3.122],
  "spin_multiplicity": 2
}


(C)
{
  "formula": "C4H13NOS",
  "method": "ωB97M-V/def2-TZVPD",
  "symbols": ["C", "C", "C", "S", "C", "N", "H", "H", "H", "H", "H", "H", "H", "H", "H", "H", "H", "H", "H", "O"],
  "xyz": [[0.126, -0.773, -0.985], [-0.563, 0.210, 0.002], [-1.459, -0.424, 1.041], [-2.634, -1.630, 0.370], [1.019, -1.825, -0.377], [2.185, -1.175, 0.250], [-0.689, -1.246, -1.523], [0.644, -0.128, -1.699], [0.059, 1.054, 0.314], [-1.281, 0.741, -0.644], [-0.941, -0.902, 1.894], [-1.984, 0.304, 1.675], [-2.673, -2.344, 1.528], [0.440, -2.469, 0.290], [1.428, -2.418, -1.203], [1.824, -0.384, 0.776], [2.665, -1.712, 0.976], [0.561, 5.026, -1.650], [0.643, 4.636, -0.254], [0.631, 5.461, -0.782]],
  "lowdin_charge": [-0.2879, -0.3777, -0.6819, 0.5987, -0.3305, -0.0289, 0.0661, 0.0885, 0.0494, 0.0674, 0.0446, 0.0336, -0.1646, 0.0890, 0.0955, 0.0205, 0.0484, -0.0240, -0.0305, -0.2756],
  "total_charge": -1,
  "s2": 0.75,
  "orbital_gap_ev": [2.17, 9.00],
  "e_lumo_ev": [3.061, 3.132],
  "spin_multiplicity": 2
}


The relative energies come out as (A) 0.422; (B) 0.000; (C) 0.062, with values in eV.


(A)
{
  "formula": "C12H11NO",
  "method": "ωB97M-V/def2-TZVPD",
  "symbols": ["C", "C", "C", "C", "C", "C", "C", "C", "C", "C", "C", "C", "N", "O", "H", "H", "H", "H", "H", "H", "H", "H", "H", "H", "H"],
  "xyz": [[1.413, 0.658, 3.143], [2.339, -0.101, 2.455], [0.308, 0.995, 2.325], [2.091, -0.567, 1.181], [0.130, 0.608, 0.969], [1.005, -0.326, 0.405], [-1.046, -1.168, -2.790], [-2.270, -1.371, -2.297], [-0.208, -0.485, -1.698], [-2.351, -0.768, -0.912], [-0.909, 1.139, 0.118], [-1.344, 0.052, -0.816], [0.878, -1.018, -0.853], [-0.412, 2.278, -0.590], [1.501, 1.362, 3.980], [3.279, -0.576, 2.934], [-0.519, 1.581, 2.743], [2.859, -1.077, 0.651], [-0.721, -1.197, -3.835], [-3.210, -1.669, -2.652], [0.162, 0.411, -2.325], [-3.319, -1.000, -0.582], [-1.744, 1.640, 0.608], [1.722, -1.396, -1.013], [0.367, 1.997, -1.149]],
  "lowdin_charge": [-0.0840, -0.1049, -0.0144, -0.0696, -0.1307, -0.1881, -0.0451, -0.0500, -0.2302, 0.0114, -0.3075, -0.1380, 0.1317, -0.0177, 0.1075, 0.1329, 0.1143, 0.1019, 0.1023, 0.0853, 0.1561, 0.0950, 0.1594, 0.0729, 0.1097],
  "smiles": "O[C@H]1C2=CC=C[C@@H]2Nc2ccccc21",
  "orbital_gap_ev": 8.85,
  "e_lumo_ev": 0.660,
  "spin_multiplicity": 1
}


(B)
{
  "formula": "C12H11NO",
  "method": "ωB97M-V/def2-TZVPD",
  "symbols": ["C", "C", "C", "C", "C", "C", "C", "C", "C", "C", "C", "C", "H", "H", "H", "H", "H", "H", "H", "H", "H", "H", "H", "N", "O"],
  "xyz": [[0.054, 0.912, -0.913], [-1.247, 0.252, -0.424], [-1.635, 0.695, 0.848], [-2.741, 0.177, 1.473], [-3.597, -0.699, 0.825], [-3.281, -1.050, -0.580], [-2.023, -0.661, -1.159], [1.203, 0.176, -0.362], [2.220, 0.924, 0.241], [3.392, 0.299, 0.611], [2.598, -1.710, 0.037], [1.497, -1.137, -0.478], [-0.580, 2.757, -0.764], [0.167, 0.811, -1.975], [-0.990, 1.457, 1.382], [-2.933, 0.546, 2.511], [-4.465, -1.178, 1.167], [-4.161, -1.490, -1.083], [-1.542, -1.031, -2.079], [1.836, 2.009, 0.520], [4.181, 0.799, 1.047], [2.693, -2.754, -0.270], [0.826, -1.919, -0.800], [3.545, -1.017, 0.635], [0.188, 2.255, -0.603]],
  "lowdin_charge": [-0.3256, -0.1704, -0.0514, -0.1075, -0.0638, -0.0403, -0.0261, -0.1790, 0.0107, -0.1381, -0.1669, -0.0554, 0.0929, 0.1527, 0.1430, 0.1182, 0.0740, 0.0968, 0.1145, 0.1605, 0.0796, 0.1141, 0.1147, 0.0704, -0.0175],
  "smiles": "O[C@H](c1ccccc1)c1ccncc1",
  "orbital_gap_ev": 9.77,
  "e_lumo_ev": 0.623,
  "spin_multiplicity": 1
}


The relative energies come out as (A) 2.066; (B) 0.000, with values in eV.


(A)
{
  "formula": "H3NO3Si",
  "method": "ωB97M-V/def2-TZVPD",
  "symbols": ["N", "O", "O", "O", "Si", "H", "H", "H"],
  "xyz": [[0.413, -1.592, -0.782], [-0.166, -0.928, 0.237], [0.992, -0.870, -1.610], [0.467, -2.809, -0.745], [-0.446, 1.443, 0.741], [0.983, 1.263, 0.941], [-0.652, 2.114, -0.512], [-1.590, 1.378, 1.731]],
  "lowdin_charge": [-0.5405, -0.2283, -0.0149, 0.0573, 0.9697, -0.0786, -0.1032, -0.0615],
  "orbital_gap_ev": 7.82,
  "e_lumo_ev": -1.851,
  "spin_multiplicity": 1
}


(B)
{
  "formula": "H3NO3Si",
  "method": "ωB97M-V/def2-TZVPD",
  "symbols": ["N", "O", "O", "O", "Si", "H", "H", "H"],
  "xyz": [[-2.049, -0.189, 0.132], [-2.398, -1.309, 0.415], [-2.799, 0.642, -0.294], [0.627, -0.672, 0.930], [-0.335, 0.417, 0.273], [1.607, -0.492, 0.960], [-0.488, 1.645, 0.798], [-0.519, 1.120, -1.896]],
  "lowdin_charge": [-0.5410, 0.0332, -0.0254, -0.1760, 0.6198, 0.1046, -0.0679, 0.0528],
  "orbital_gap_ev": 9.15,
  "e_lumo_ev": -0.698,
  "spin_multiplicity": 1
}


The relative energies come out as (A) 1.747; (B) 0.000, with values in eV.


(A)
{
  "formula": "C6H12O6",
  "method": "ωB97M-V/def2-TZVPD",
  "symbols": ["C", "O", "C", "O", "O", "C", "H", "H", "H", "H", "H", "H", "C", "O", "C", "O", "O", "C", "H", "H", "H", "H", "H", "H"],
  "xyz": [[0.819, 0.903, -2.051], [1.979, 0.205, -2.058], [2.613, -0.018, -0.954], [2.193, 0.326, 0.178], [3.741, -0.707, -1.140], [4.358, -1.290, 0.024], [0.510, 1.078, -3.033], [0.795, 1.742, -1.553], [0.127, 0.118, -1.447], [5.018, -0.599, 0.346], [4.921, -2.229, -0.295], [3.672, -1.617, 0.712], [-2.029, 2.423, 0.366], [-2.852, 1.484, 1.042], [-2.738, 0.158, 0.815], [-2.170, -0.345, -0.170], [-3.447, -0.647, 1.599], [-3.058, -2.068, 1.719], [-2.372, 3.397, 0.707], [-2.264, 2.411, -0.699], [-1.013, 2.243, 0.234], [-2.177, -1.979, 2.034], [-3.046, -2.645, 0.935], [-3.582, -2.343, 2.690]],
  "lowdin_charge": [-0.0538, 0.0308, -0.5802, 0.0690, 0.0118, -0.0121, 0.0867, 0.0322, 0.1583, 0.0585, 0.1246, 0.0645, -0.0398, 0.0085, -0.5452, 0.0744, 0.0067, 0.0417, 0.1036, 0.0928, 0.0647, 0.0155, 0.0456, 0.1413],
  "smiles": "COC(=O)OC.COC(=O)OC",
  "orbital_gap_ev": 11.21,
  "e_lumo_ev": 0.813,
  "spin_multiplicity": 1
}


(B)
{
  "formula": "C6H12O6",
  "method": "ωB97M-V/def2-TZVPD",
  "symbols": ["O", "O", "O", "C", "C", "C", "H", "H", "H", "H", "H", "H", "O", "O", "O", "C", "C", "C", "H", "H", "H", "H", "H", "H"],
  "xyz": [[-1.255, 0.916, 1.941], [-2.758, 2.022, 0.699], [-2.524, -0.173, 0.443], [-1.485, 2.114, 1.291], [-1.246, -0.103, 1.041], [-2.825, 1.032, -0.258], [-0.682, 2.423, 0.595], [-1.539, 2.869, 2.099], [-1.093, -1.016, 1.649], [-0.386, -0.009, 0.351], [-3.851, 0.982, -0.671], [-2.141, 1.295, -1.087], [0.797, -2.004, -0.359], [2.056, -1.171, -2.035], [1.303, 0.314, -0.389], [1.950, -2.275, -1.145], [1.120, -0.859, 0.334], [2.241, 0.081, -1.330], [1.824, -3.212, -1.721], [2.873, -2.372, -0.541], [1.958, -0.918, 1.055], [0.176, -0.904, 0.911], [3.229, 0.041, -0.832], [2.258, 0.929, -2.042]],
  "lowdin_charge": [-0.0132, -0.0559, -0.0244, -0.2122, -0.2898, -0.2110, 0.1465, 0.1501, 0.1682, 0.0885, 0.1475, 0.1423, -0.0075, -0.0635, -0.0349, -0.1945, -0.3252, -0.2231, 0.1466, 0.1386, 0.1681, 0.0665, 0.1394, 0.1529],
  "smiles": "C1OCOCO1.C1OCOCO1",
  "orbital_gap_ev": 10.82,
  "e_lumo_ev": 0.819,
  "spin_multiplicity": 1
}


The relative energies come out as (A) 0.000; (B) 1.946, with values in eV.


(A)
{
  "formula": "C8H11N2O",
  "method": "ωB97M-V/def2-TZVPD",
  "symbols": ["C", "C", "C", "C", "C", "C", "C", "C", "N", "N", "O", "H", "H", "H", "H", "H", "H", "H", "H", "H", "H", "H"],
  "xyz": [[2.295, 1.424, 1.346], [2.473, 2.758, 1.434], [0.574, 2.591, 0.436], [1.008, 1.350, 0.718], [0.914, -1.020, -0.038], [0.001, -1.996, -0.301], [-1.283, -0.121, -0.250], [-2.271, -2.094, -1.511], [0.418, 0.221, 0.269], [-1.462, -1.544, -0.340], [1.485, 3.466, 0.853], [2.857, 0.700, 1.757], [3.331, 3.308, 1.698], [-0.146, 2.955, -0.182], [1.972, -1.200, 0.007], [0.226, -2.969, -0.435], [-1.826, 0.379, 0.611], [-1.417, 0.502, -1.162], [-1.576, -2.280, -2.392], [-2.574, -3.135, -1.268], [-3.013, -1.359, -1.622], [-1.985, -1.936, 0.372]],
  "lowdin_charge": [0.0443, -0.0793, -0.0635, -0.2711, -0.0503, -0.0158, 0.0623, 0.0548, 0.0438, -0.1140, 0.0547, 0.0829, 0.1281, 0.1091, 0.1430, 0.0761, 0.1578, 0.1491, 0.1360, 0.1244, 0.0846, 0.1432],
  "total_charge": 1,
  "smiles": "C[N@H+]1C=CN(c2ccoc2)C1",
  "orbital_gap_ev": 8.30,
  "e_lumo_ev": -3.056,
  "spin_multiplicity": 1
}


(B)
{
  "formula": "C8H11N2O",
  "method": "ωB97M-V/def2-TZVPD",
  "symbols": ["C", "C", "C", "C", "C", "C", "C", "C", "N", "N", "O", "H", "H", "H", "H", "H", "H", "H", "H", "H", "H", "H"],
  "xyz": [[-0.536, -0.211, -2.214], [0.445, -1.168, -1.969], [-0.826, 0.725, -1.261], [0.855, -0.286, 0.262], [1.149, -1.222, -0.751], [-0.138, 0.719, -0.001], [-3.159, 1.832, 1.278], [1.618, -0.327, 1.540], [2.082, -2.182, -0.574], [-0.478, 1.685, 0.822], [-2.196, 1.258, 1.696], [-1.055, -0.213, -3.160], [0.683, -1.892, -2.735], [-1.569, 1.487, -1.424], [-4.128, 1.746, 1.789], [-3.127, 2.491, 0.401], [1.339, -1.212, 2.116], [2.689, -0.381, 1.343], [1.446, 0.544, 2.166], [2.293, -2.822, -1.319], [2.594, -2.270, 0.284], [0.021, 1.700, 1.710]],
  "lowdin_charge": [-0.0364, 0.0631, 0.0229, -0.0987, -0.2624, -0.2809, -0.0033, -0.0122, 0.1460, 0.2478, 0.0177, 0.1220, 0.1315, 0.1158, 0.1149, 0.1063, 0.1117, 0.1009, 0.0768, 0.1166, 0.0993, 0.1005],
  "total_charge": 1,
  "orbital_gap_ev": [6.13, 6.16],
  "e_lumo_ev": [-6.023, -6.003],
  "spin_multiplicity": 1
}


The relative energies come out as (A) 1.591; (B) 0.000, with values in eV.